Molecular formula: C31H24Cl2FNOP
Method: DFT, wB97M-V/def2-TZVPD

Output
LUMO energy, eV: -6.773
HOMO energy, eV: -11.1076
Charge: +1
Molar mass, g/mol: 547.4
Gap between HOMO and LUMO, hartree: 0.1593
E, eV: -73114.1354

```
61
Properties=species:S:1:pos:R:3:lowdin_charge:R:1
H -4.497 -2.079 -2.005 0.117
C -0.548 0.075 3.033 -0.087
H -0.531 0.368 5.169 0.120
H -4.607 -0.220 -3.673 0.117
H -4.069 2.981 1.173 0.119
C 5.205 0.743 -2.488 -0.745
C -0.670 3.000 1.293 -0.187
O 1.548 3.156 0.377 0.141
C -0.449 3.592 2.527 -0.011
H -3.305 -0.610 1.138 0.100
H -0.029 -2.078 -1.956 0.101
C -3.294 -0.378 3.286 -0.049
Cl 2.619 -1.840 -3.561 0.756
H 7.270 -0.836 -4.656 0.112
C 0.850 -2.488 1.305 -0.056
C -3.739 -1.296 -2.013 -0.044
C -1.751 0.686 -2.039 -0.075
C -2.709 -1.323 -1.066 -0.095
C 0.384 -2.544 -1.063 -0.106
P -0.526 -0.253 0.290 1.093
H -2.809 1.515 -3.732 0.117
H 5.144 -2.299 -4.815 0.097
H 0.587 3.711 2.861 0.136
C -1.752 -0.295 -1.035 -0.317
H 7.213 1.186 -3.026 0.111
C -1.145 0.137 4.295 -0.044
C 1.522 -4.409 -0.015 -0.048
C 6.388 -0.606 -4.069 -0.045
H 1.550 0.800 -0.376 -0.007
C 6.387 0.492 -3.199 -0.068
H 1.041 -4.309 -2.119 0.110
C -3.788 -0.258 -2.954 -0.046
C -1.542 3.958 3.312 -0.045
C -1.324 -0.241 1.906 -0.289
H -4.371 -0.558 3.374 0.122
H 1.987 -5.394 -0.088 0.117
C 1.454 -3.747 1.215 -0.054
C 5.247 -1.422 -4.203 -0.061
H -2.665 -2.131 -0.331 0.123
N 4.107 0.032 -2.686 0.000
C 0.287 -1.880 0.171 -0.281
F 1.894 0.212 -1.231 -0.120
H 0.518 0.285 2.920 0.121
Cl 5.009 1.975 -1.324 0.722
H -2.982 -0.095 5.405 0.117
H -3.700 4.057 3.415 0.113
C 0.534 2.466 0.608 -0.377
C -2.787 0.723 -2.987 -0.042
C 4.104 -1.026 -3.471 -0.744
C -2.840 3.745 2.821 -0.048
H -0.942 1.419 -2.064 0.117
C -3.059 3.156 1.564 -0.045
C 0.523 1.099 0.244 0.025
C -2.519 -0.112 4.420 -0.043
C 0.990 -3.800 -1.155 -0.076
H 1.866 -4.214 2.108 0.114
C -1.949 2.810 0.786 -0.028
C -2.701 -0.428 2.032 -0.064
H -1.356 4.420 4.286 0.118
H -2.067 2.354 -0.201 0.101
H 0.795 -1.985 2.266 0.095
```

---

Molecular formula: C31H24CoN3O8P
Method: DFT, wB97M-V/def2-TZVPD

Output
Multiplicity: 4
LUMO energy (spin up / spin down), eV: 4.015 / 4.016
HOMO energy (spin up / spin down), eV: -0.2880 / -2.1334
Energy above the lowest of the compared OMol25 structures with the same formula, charge and spin, eV: 0.5641
⟨S²⟩: 3.84
Charge: -2
Molar mass, g/mol: 656.5
Gap between HOMO and LUMO (spin up / spin down), hartree: 0.1581 / 0.2260
E, eV: -100304.2220

```
68
Properties=species:S:1:pos:R:3:mulliken_spin:R:1
H 6.864 -2.877 1.548 0.000
C 0.138 0.484 -4.286 0.062
C -0.903 -0.174 -6.438 0.079
C 0.488 0.904 3.739 -0.012
C 3.469 -2.973 1.669 -0.001
C 3.549 -0.287 -2.898 0.003
O -1.373 -3.797 -0.877 0.002
C 2.814 -0.170 -0.609 0.012
H -2.815 -0.797 -2.246 0.024
O -0.398 1.804 -0.092 0.017
C 1.584 0.118 4.053 0.011
O -3.370 1.708 -0.503 0.008
C 5.874 -3.164 1.883 0.000
H 2.867 -1.449 3.411 -0.001
O -4.352 4.456 -0.370 0.026
O 0.355 4.560 0.221 -0.002
H -2.881 -1.075 -4.642 0.031
H -2.042 -0.419 -8.067 0.001
C -0.941 -0.106 -5.011 0.227
H 3.490 -2.238 -3.793 -0.002
C 5.731 -4.060 2.931 0.000
C -0.793 4.157 0.080 -0.020
H -2.940 -0.392 -6.643 0.006
H 6.605 -4.480 3.415 0.000
C 3.343 -3.894 2.715 -0.001
C -3.197 4.109 -0.220 -0.005
N -2.069 -0.644 -7.084 0.018
H -3.057 -0.041 -0.167 -0.008
C -1.988 -0.441 -2.849 0.047
C -2.663 2.716 -0.314 0.022
H 2.117 0.253 4.988 0.000
N -2.517 -0.648 0.457 0.093
O 0.076 0.129 -7.141 0.139
H 2.349 -4.194 3.028 0.000
C 3.322 -1.657 -2.895 0.001
C -2.609 -2.085 0.224 0.001
H 4.330 -5.127 4.164 0.000
C 3.294 0.453 -1.754 0.009
H 0.135 1.665 4.424 -0.001
O -0.336 -1.861 -0.490 -0.044
C 4.754 -2.623 1.262 0.000
C 2.587 -1.543 -0.594 -0.004
C -1.360 -2.652 -0.463 0.010
H 2.616 -3.338 -1.764 0.001
C 2.839 -2.277 -1.753 0.001
H 3.447 1.526 -1.755 0.001
H 4.881 -1.915 0.452 0.001
H -3.485 -2.372 -0.359 0.000
H -0.951 1.405 2.261 -0.004
N -0.963 0.139 -2.175 0.222
Co -0.550 0.005 -0.210 2.106
C 0.293 -0.201 1.570 -0.106
C 0.081 0.592 -2.932 0.086
C 2.008 -0.845 3.151 -0.012
O -2.093 6.192 0.386 0.020
H 0.991 0.864 -4.831 0.016
H -2.763 -0.390 1.402 -0.008
H 2.605 0.423 0.274 -0.010
H 3.893 0.205 -3.800 -0.001
H -2.663 -2.613 1.179 0.002
C -2.026 -0.576 -4.203 0.053
C 1.359 -1.049 1.927 -0.082
C -2.032 5.011 0.111 0.007
C -1.246 2.795 -0.121 -0.031
H 0.882 1.073 -2.381 0.008
C 4.455 -4.422 3.351 0.000
P 1.895 -2.450 0.842 0.006
C -0.127 0.747 2.506 -0.023
```

---

Molecular formula: C31H24I2N7O2PtSb
Method: DFT, wB97M-V/def2-TZVPD

Output
Multiplicity: 5
LUMO energy (spin up / spin down), eV: -5.834 / -7.761
HOMO energy (spin up / spin down), eV: -13.0813 / -14.1467
⟨S²⟩: 6.06
Charge: +2
Molar mass, g/mol: 1097.2
Gap between HOMO and LUMO (spin up / spin down), hartree: 0.2663 / 0.2347
E, eV: -73031.8700

```
68
Properties=species:S:1:pos:R:3:mulliken_spin:R:1
H 2.556 0.368 1.160 -0.031
C -0.346 2.231 3.205 -0.006
N -1.972 2.201 0.250 0.129
C 2.745 1.427 1.347 0.096
H 0.569 -3.349 1.346 0.004
H 2.619 1.954 0.403 -0.005
H -0.409 -2.769 0.009 -0.009
H 5.772 -1.658 0.297 -0.001
H -3.536 3.848 -2.205 0.002
C 0.112 2.976 4.276 0.006
C 2.217 -3.280 -1.913 0.004
O 3.249 -1.715 0.100 0.074
C 1.826 1.976 2.387 -0.028
H -3.760 -2.054 -2.200 0.001
C -1.627 -2.957 2.771 0.006
H 0.788 -1.706 0.763 0.010
C -0.259 -0.556 -2.243 0.032
C -2.275 -0.894 -1.174 -0.001
H -5.323 3.956 -0.478 0.000
H 3.394 2.871 3.526 0.001
H -1.269 2.007 -2.732 -0.006
C -2.559 -2.534 3.693 -0.006
N 1.085 -3.496 -1.968 0.259
Pt -0.320 0.700 0.583 1.368
H -1.357 -4.001 2.688 0.002
N 0.504 1.752 2.267 0.084
H -3.524 -0.802 4.537 0.001
C -2.186 -0.295 2.943 -0.012
C -2.829 -1.173 3.794 0.012
C 4.070 -2.227 -0.641 0.047
H -3.052 -3.243 4.345 0.000
H -0.587 3.354 5.010 0.000
H -2.297 -2.454 -4.163 0.007
C 0.040 -2.479 0.959 0.055
C 1.473 3.227 4.405 -0.003
C 1.546 -0.919 -4.373 -0.065
C -2.896 2.332 1.222 -0.011
C 1.949 -0.158 -3.291 0.192
C -2.760 -1.646 -2.241 -0.002
C -4.377 3.474 -0.269 -0.008
C -0.659 -1.310 -3.353 0.006
I -0.186 -2.628 -6.078 0.082
H -1.100 3.737 -2.500 0.000
C 3.592 -3.003 -1.832 0.345
C -1.949 -1.862 -3.328 0.046
O 1.339 0.870 -1.261 0.318
I 3.850 0.620 -3.200 0.046
N 5.146 -3.710 -3.735 0.285
C 1.053 0.108 -2.195 0.127
C 0.278 -1.484 -4.436 0.261
C -4.106 2.958 0.992 0.017
H -4.826 3.061 1.794 0.001
C -2.183 2.773 -0.949 -0.009
H -2.878 -0.710 -0.293 0.004
C -1.098 2.780 -1.980 0.034
C -3.395 3.403 -1.229 0.008
Sb -2.463 1.810 3.257 0.026
N -1.058 -0.369 -1.175 0.126
N 5.402 -2.146 -0.502 0.030
C 4.443 -3.404 -2.869 -0.032
N -1.316 -0.728 2.015 0.118
H -0.120 2.630 -1.531 -0.012
H 2.238 -1.087 -5.187 0.004
H 3.780 1.536 1.666 0.002
C -1.001 -2.032 1.939 -0.031
C 2.327 2.712 3.457 0.005
H 1.852 3.805 5.237 0.000
H 6.044 -2.617 -1.119 -0.003
```